# 1
{
  "formula": "C20H20ClNO5",
  "method": "the ωB97M-V functional and the def2-TZVPD basis",
  "symbols": ["C", "C", "C", "O", "N", "H", "C", "C", "H", "C", "H", "H", "H", "C", "H", "H", "H", "H", "C", "Cl", "C", "H", "H", "C", "C", "O", "C", "C", "C", "O", "H", "H", "H", "C", "O", "C", "H", "H", "C", "H", "C", "H", "C", "C", "O", "H", "H"],
  "positions_angstrom": [[2.5364, -1.2929, -0.6407], [-2.1073, 0.7499, 1.5838], [-2.5587, -0.3692, 0.8810], [3.0766, -2.2799, -1.0674], [1.4057, -0.7287, -1.1993], [-0.1565, -0.6695, -2.5158], [0.6380, -1.3684, -2.2400], [4.6113, 1.0717, 1.5751], [-3.4875, 1.1850, -1.9822], [3.7602, 1.4932, -0.5983], [1.2846, -1.5583, -3.1009], [-3.4255, -1.0466, -0.9739], [5.6131, 1.4946, 1.5028], [-2.4972, -1.6745, 1.5686], [4.0000, 3.1711, 1.6403], [4.5297, 2.2425, -0.7732], [-3.7174, -3.0512, 0.4347], [-1.7829, 2.8666, 1.5561], [0.9482, 0.3920, -0.5371], [-2.6872, 3.7061, -0.9922], [-0.6688, -2.5227, -0.4296], [-1.7231, 0.6035, 2.5820], [3.0141, -1.0679, 1.4214], [2.9448, -0.4373, 0.5348], [-2.1431, 2.0048, 1.0166], [-2.3907, -1.7774, 2.7680], [3.5426, 2.1822, 1.6625], [1.8854, 0.6687, 0.6114], [-2.6677, -2.9374, 0.7168], [-0.1822, -2.0642, 0.5724], [4.5897, 0.4060, 2.4364], [2.9429, 2.1099, 2.5683], [1.3089, 0.6898, 1.5365], [4.2493, 0.3392, 0.2778], [-0.0157, 1.0260, -0.8824], [2.7000, 1.9573, 0.4016], [-2.3621, -3.7924, 1.3300], [0.8792, -3.3947, -1.5771], [-3.0586, -0.2025, -0.4100], [2.0867, 2.8066, 0.1080], [0.0524, -2.6997, -1.7447], [-0.6303, -3.1129, -2.4850], [-2.6406, 2.1492, -0.2705], [-3.1029, 1.0527, -0.9828], [-1.9318, -2.9452, -0.5042], [5.0448, -0.2827, -0.1274], [3.3473, 1.1729, -1.5536]],
  "forces_ev_per_angstrom": [[-0.1266, 0.3386, 0.1489], [-0.0710, -0.2020, -0.0956], [0.0067, 0.6242, -0.0194], [0.1469, -0.2814, -0.0981], [0.0139, -0.0980, -0.3919], [0.1535, -0.0765, -0.0185], [-0.0549, -0.1294, -0.1033], [0.1320, -0.1255, 0.0249], [-0.0317, 0.0436, -0.0717], [0.0127, 0.0196, -0.0417], [-0.1243, 0.0357, 0.0692], [-0.0261, -0.0720, -0.0494], [0.0273, -0.0183, 0.0240], [-0.1347, -0.3541, -0.0142], [-0.0176, 0.0264, 0.0295], [0.0522, 0.0540, -0.0400], [0.1123, 0.0086, 0.0025], [0.0272, 0.0905, 0.0218], [0.1349, 0.0555, 0.0458], [0.0239, 0.3415, -0.1698], [0.4066, -0.1283, -0.3531], [0.0163, 0.0073, 0.0964], [-0.0285, -0.0260, -0.0359], [0.2503, -0.1802, 0.1452], [-0.0975, 0.0387, -0.0736], [-0.0948, -0.0301, -0.1187], [-0.1135, 0.1365, 0.0412], [-0.1312, 0.2542, 0.1454], [0.0409, -0.1706, 0.5721], [0.0155, -0.1938, 0.1497], [0.0601, -0.0478, 0.0419], [-0.0423, 0.0591, 0.0551], [-0.0312, -0.0216, -0.0148], [0.2090, -0.2237, -0.0540], [0.0238, 0.1124, -0.0295], [-0.2234, 0.2226, -0.0163], [-0.0760, 0.1916, -0.0706], [-0.1081, -0.0059, 0.0064], [0.0498, -0.0958, 0.3000], [-0.0210, 0.0091, -0.0066], [0.0445, 0.1429, 0.0989], [0.0691, -0.0036, 0.0041], [-0.1190, -0.4637, 0.1888], [-0.0143, 0.2457, -0.0088], [-0.3476, -0.1000, -0.2048], [0.0014, -0.0204, -0.0065], [0.0045, 0.0105, -0.1051]],
  "smiles": "O=C(CCN1C(=O)[C@@H]2[C@H]3CC[C@H](C3)[C@@H]2C1=O)OCC(=O)c1ccc(Cl)cc1",
  "energy_ha": -1665.3565,
  "total_charge": 0,
  "gap_ev": 9.36
}

=====

# 2
{
  "formula": "C2H4F5N4P3",
  "method": "the ωB97M-V functional and the def2-TZVPD basis",
  "symbols": ["F", "C", "P", "H", "N", "F", "H", "F", "F", "P", "N", "F", "N", "P", "H", "C", "N", "H"],
  "positions_angstrom": [[-1.9970, -3.0729, 3.5429], [0.6831, -0.1159, 0.5575], [-1.2490, -2.2424, 2.3649], [-3.1920, -1.2782, 2.5355], [-0.7488, -3.3645, 1.3995], [0.4516, -2.7419, -0.7470], [1.1117, -0.2380, -1.5252], [-0.3723, -1.5788, 3.5223], [-4.1184, -2.2277, 0.2029], [-2.9127, -0.9675, 0.1269], [0.0379, -0.6277, 1.3848], [-1.1768, -4.4121, -0.8461], [-2.4601, -1.2216, 1.8550], [-0.9934, -3.0267, -0.1579], [0.6645, 1.4664, -0.8469], [1.2122, 0.5429, -0.7046], [-1.8559, -1.8634, -0.7455], [2.3020, 0.8067, -0.6678]],
  "forces_ev_per_angstrom": [[0.1021, 0.4919, -1.4062], [-1.1519, -0.2516, 0.2095], [-1.7186, 0.2907, 3.3233], [-0.8187, 0.2380, 0.0887], [-0.1465, 1.0058, -0.8683], [-0.3319, -0.2955, 0.1688], [-0.2579, 1.1884, 0.9234], [-0.1761, -0.6777, -1.2698], [0.8485, 1.8266, 0.0859], [-1.6973, -2.5641, 0.3625], [2.3490, 1.4579, -2.5334], [-0.3885, 0.6051, 0.3031], [1.5454, -0.8593, -0.1390], [1.9252, -0.3921, -0.8985], [-0.2915, -0.1069, -0.3137], [0.9498, -1.5155, 0.5335], [0.2591, -0.0622, 1.0340], [-1.0000, -0.3796, 0.3962]],
  "energy_ha": -1821.2795,
  "total_charge": 0,
  "gap_ev": 10.50
}